[1]
Below is a structure of composition C36H32N3O5ReSSb, with properties calculated with the ωB97M-V functional and the def2-TZVPD basis.

Structure (XYZ):
```
79
Properties=species:S:1:pos:R:3:lowdin_charge:R:1
Re 0.1398 -0.2331 -0.2398 1.372
O -1.3551 0.2381 1.0812 -0.196
N -2.0553 1.2975 0.9209 0.076
N -1.6571 1.9985 -0.0527 -0.144
O -0.6128 1.5746 -0.7527 -0.270
C -2.2845 3.2410 -0.4189 -0.160
C -3.3673 3.6971 0.3242 0.000
C -3.9545 4.8917 -0.0541 -0.044
C -3.4681 5.6030 -1.1440 -0.047
C -2.3837 5.1248 -1.8642 -0.052
C -1.7762 3.9304 -1.5079 -0.004
H -3.7373 3.1398 1.1703 0.118
H -4.7994 5.2668 0.5064 0.121
H -3.9385 6.5336 -1.4303 0.119
H -2.0084 5.6807 -2.7124 0.108
H -0.9304 3.5439 -2.0598 0.095
O 1.4212 -3.2455 2.0175 0.208
C 1.2393 -2.1806 1.5247 -0.467
O 0.3895 -1.9723 0.4841 -0.206
C 1.9196 -0.9095 1.9538 -0.169
C 2.7869 -0.9181 3.0450 0.045
C 3.3559 0.2677 3.4200 0.044
C 3.0665 1.4397 2.6952 -0.136
C 3.6342 2.6866 3.0536 0.004
C 3.3292 3.8133 2.3489 -0.031
C 2.4487 3.7348 1.2503 -0.041
C 1.8941 2.5464 0.8636 -0.024
C 2.1867 1.3695 1.5834 -0.185
N 1.6187 0.1687 1.2365 0.001
H 2.9630 -1.8520 3.5592 0.141
H 4.0164 0.3216 4.2764 0.140
H 4.3019 2.7260 3.9046 0.131
H 3.7521 4.7675 2.6316 0.122
H 2.1988 4.6371 0.7072 0.114
H 1.2137 2.5120 0.0239 0.079
C -3.0472 -2.6309 -2.2690 -0.053
C -2.3308 -2.0421 -1.0821 -0.216
O -1.4147 -0.9725 -1.5381 -0.247
H -3.7296 -3.4066 -1.9237 0.099
H -2.3461 -3.1023 -2.9617 0.091
H -3.6290 -1.8778 -2.7997 0.092
H -1.7401 -2.7790 -0.5422 0.114
H -3.0093 -1.5442 -0.3928 0.124
H -1.0702 -1.2190 -2.4087 0.074
S 1.5297 -0.5021 -2.1010 0.246
Sb 3.1597 1.1500 -2.5900 1.447
C 4.6416 1.1663 -1.1112 -0.353
C 5.6429 2.1334 -1.1569 -0.111
C 6.6633 2.0950 -0.2187 -0.050
C 6.6853 1.0941 0.7431 -0.043
C 5.6928 0.1245 0.7729 -0.062
C 4.6620 0.1573 -0.1549 -0.137
C 2.2848 3.0157 -2.9395 -0.366
C 2.7523 4.1557 -2.2949 -0.121
C 2.2202 5.3924 -2.6314 -0.051
C 1.2358 5.4834 -3.6055 -0.051
C 0.7719 4.3417 -4.2466 -0.067
C 1.2938 3.1006 -3.9157 -0.134
C 3.9015 0.4438 -4.4080 -0.371
C 3.8742 1.2479 -5.5420 -0.111
C 4.3712 0.7466 -6.7361 -0.053
C 4.8882 -0.5393 -6.7881 -0.043
C 4.9172 -1.3354 -5.6500 -0.053
C 4.4233 -0.8470 -4.4516 -0.121
H 5.6492 2.9031 -1.9203 0.107
H 7.4489 2.8378 -0.2484 0.120
H 7.4907 1.0619 1.4647 0.120
H 5.7288 -0.6672 1.5098 0.116
H 3.8947 -0.6090 -0.1435 0.080
H 3.5301 4.0883 -1.5431 0.090
H 2.5834 6.2870 -2.1428 0.119
H 0.8362 6.4522 -3.8751 0.120
H 0.0116 4.4177 -5.0128 0.122
H 0.9319 2.2121 -4.4216 0.113
H 3.4847 2.2580 -5.5050 0.097
H 4.3564 1.3628 -7.6248 0.119
H 5.2772 -0.9239 -7.7212 0.120
H 5.3266 -2.3353 -5.6964 0.119
H 4.4483 -1.4727 -3.5662 0.103
```

Output
multiplicity	2
HOMO level (alpha / beta)	-13.825 / -13.740	eV
orbital gap (alpha / beta)	6.5 / 6.8	eV
electronic energy	-2647.664452	a.u.
charge	+2
LUMO (alpha / beta)	-7.304 / -6.963	eV

[2]
Below is a structure of composition C36H32NO2P2Y, with properties calculated with the ωB97M-V functional and the def2-TZVPD basis.

Structure (XYZ):
```
74
Properties=species:S:1:pos:R:3:lowdin_charge:R:1
C 0.4643 -1.7510 -2.1316 -0.164
C -0.5735 -2.0585 -1.2204 -0.374
C -1.9109 -1.9396 -1.6247 -0.069
C -2.1966 -1.6007 -2.9427 -0.057
C -1.1747 -1.2622 -3.8383 -0.049
C 0.1559 -1.2936 -3.4107 -0.063
P -0.2563 -2.2473 0.5650 1.008
C -1.4507 -3.4151 1.1672 -0.383
C -2.5223 -2.9834 1.9756 -0.078
C -3.5217 -3.8955 2.2903 -0.055
C -3.4398 -5.2193 1.8361 -0.037
C -2.3319 -5.6386 1.0889 -0.048
C -1.3052 -4.7507 0.7806 -0.066
Y 0.8081 0.1153 1.2390 1.240
P 0.1979 2.5511 -0.1165 1.010
C -1.2737 2.4253 -1.1520 -0.355
C -1.1617 2.6431 -2.5450 -0.080
C -2.2794 2.4661 -3.3580 -0.061
C -3.4681 1.9692 -2.7985 -0.052
C -3.5499 1.6436 -1.4349 -0.061
C -2.4610 1.8707 -0.6088 -0.090
C -0.0455 3.5002 1.3652 -0.385
C 0.8675 3.3598 2.4492 -0.119
C 0.5502 3.9541 3.6688 -0.060
C -0.5592 4.8072 3.7564 -0.040
C -1.3797 5.0408 2.6469 -0.039
C -1.1183 4.4022 1.4391 -0.068
C 1.8905 2.7390 -0.6868 -0.375
C 2.9192 1.7911 -0.4238 -0.143
C 4.1557 1.9768 -1.0400 -0.052
C 4.3879 3.1194 -1.8199 -0.028
C 3.4058 4.1136 -1.9588 -0.028
C 2.1650 3.9375 -1.3612 -0.070
C 1.4301 -2.9414 0.7451 -0.387
C 2.0002 -3.7363 -0.2533 -0.095
C 3.3291 -4.1388 -0.1426 -0.032
C 4.0753 -3.8221 0.9955 -0.038
C 3.4887 -3.0926 2.0333 -0.059
C 2.1597 -2.6620 1.9357 -0.131
H 1.7957 2.7726 2.3436 0.096
H 1.1923 3.7830 4.5386 0.122
H -0.7716 5.3091 4.6972 0.119
H -2.2124 5.7369 2.7070 0.121
H -1.7274 4.5490 0.5549 0.110
H -0.1799 2.9599 -2.9246 0.107
H -2.1878 2.7305 -4.4239 0.124
H -4.3097 1.8108 -3.4726 0.118
H -4.4818 1.2143 -1.0528 0.123
H -2.5408 1.6132 0.4443 0.100
H 2.7805 0.8855 0.2097 0.050
H 4.9389 1.2201 -0.9088 0.125
H 5.3573 3.2477 -2.3050 0.126
H 3.6126 5.0241 -2.5211 0.127
H 1.3807 4.6901 -1.4219 0.124
H 1.4057 -4.0070 -1.1232 0.114
H 3.7721 -4.7192 -0.9474 0.124
H 5.1098 -4.1606 1.0745 0.125
H 4.0709 -2.8761 2.9317 0.122
H 1.6814 -2.1305 2.7801 0.097
H -2.5654 -1.9568 2.3490 0.101
H -4.3741 -3.6025 2.8975 0.118
H -4.2276 -5.9455 2.0585 0.123
H -2.2360 -6.6637 0.7392 0.118
H -0.4013 -5.0496 0.2490 0.107
H -2.6986 -2.2038 -0.9213 0.114
H -3.2303 -1.6273 -3.2840 0.120
H -1.4188 -0.9439 -4.8553 0.121
H 0.9496 -0.9773 -4.0870 0.117
H 1.5115 -1.8309 -1.8343 0.094
H 1.2139 0.1843 -0.9699 0.115
H 0.4593 0.1133 -0.6380 0.017
O -0.7689 0.2313 4.4382 0.064
N -0.2647 0.2086 3.3322 -0.256
O -1.1064 0.4328 2.2365 -0.314
```

Output
HOMO level	-13.511	eV
orbital gap	6.9	eV
electronic energy	-2316.640726	a.u.
charge	+2
LUMO	-6.633	eV

[3]
Below is a structure of composition C36H33AsN6Tc, with properties calculated with the ωB97M-V functional and the def2-TZVPD basis.

Structure (XYZ):
```
77
Properties=species:S:1:pos:R:3:lowdin_charge:R:1
Tc 0.5696 0.2878 -0.0998 1.303
C 0.7853 0.1187 4.2163 0.020
C 0.7549 -0.2735 2.8816 -0.083
N 0.5706 0.6130 1.8968 -0.075
C 0.4094 1.9357 2.2141 -0.148
C 0.4211 2.4059 3.5230 -0.096
C 0.6183 1.4495 4.5417 0.094
C 0.2400 3.8146 3.7530 0.050
C 0.0632 4.6679 2.7175 0.051
C 0.0576 4.1900 1.3600 -0.095
C -0.1139 5.0123 0.2242 0.094
C -0.1000 4.4565 -1.0376 0.025
C 0.0851 3.0844 -1.1832 -0.072
N 0.2535 2.2846 -0.1245 -0.070
C 0.2346 2.8314 1.1308 -0.148
H 0.9472 -0.6272 4.9826 0.141
H 0.8891 -1.3105 2.5946 0.126
H 0.6435 1.7646 5.5790 0.156
H 0.2486 4.1822 4.7715 0.148
H -0.0731 5.7270 2.8972 0.148
H -0.2546 6.0802 0.3484 0.156
H -0.2268 5.0676 -1.9209 0.142
H 0.1074 2.6225 -2.1637 0.130
C 3.0292 0.9194 -1.6975 -0.157
N 4.3995 0.6690 -1.9786 -0.064
C 5.2326 1.2473 -0.9100 -0.101
N 4.9142 0.6176 0.3795 -0.064
C 3.5589 0.8604 0.7269 -0.141
N 2.6172 0.2700 -0.3524 -0.237
C 2.9579 -1.2297 -0.4627 -0.174
N 4.3362 -1.4289 -0.7741 -0.063
C 4.6498 -0.7762 -2.0571 -0.109
C 5.1658 -0.8256 0.2869 -0.104
H 2.3907 0.4874 -2.4783 0.134
H 2.8382 1.9887 -1.5991 0.125
H 5.0624 2.3226 -0.8500 0.146
H 6.2802 1.0745 -1.1451 0.152
H 3.3457 1.9297 0.7770 0.137
H 3.3048 0.3762 1.6702 0.123
H 2.3298 -1.6545 -1.2572 0.128
H 2.7197 -1.6879 0.5037 0.128
H 4.0447 -1.2149 -2.8518 0.143
H 5.6990 -0.9442 -2.2891 0.152
H 6.2138 -0.9933 0.0489 0.152
H 4.9460 -1.3040 1.2421 0.144
C -6.0186 1.2317 -0.5432 -0.014
C -4.9690 1.7607 -1.2872 -0.038
C -3.7100 1.1851 -1.2163 -0.124
C -3.5295 0.0702 -0.4006 -0.400
C -4.5637 -0.4678 0.3552 -0.080
C -5.8162 0.1298 0.2769 -0.026
As -1.8075 -0.7572 -0.4284 1.297
C -1.9354 -2.4421 0.5135 -0.307
C -2.0977 -2.6525 1.8540 -0.066
C -2.2871 -3.9726 2.3218 0.040
C -2.2983 -5.0608 1.4464 0.015
C -2.1364 -4.8580 0.0945 0.069
C -1.9616 -3.5407 -0.4078 -0.145
C -1.8674 -3.2021 -1.7816 -0.138
C -1.9433 -4.1310 -2.8593 0.068
C -1.9412 -3.6741 -4.1537 0.017
C -1.8613 -2.2993 -4.4102 0.053
C -1.7627 -1.3543 -3.3595 -0.043
C -1.7566 -1.7992 -2.0705 -0.286
H -7.0007 1.6806 -0.6069 0.133
H -5.1342 2.6197 -1.9242 0.127
H -2.8954 1.6046 -1.7983 0.089
H -4.4249 -1.3356 0.9855 0.102
H -6.6371 -0.2735 0.8547 0.131
H -2.1229 -1.8323 2.5611 0.120
H -2.4386 -4.1427 3.3810 0.140
H -2.4476 -6.0605 1.8330 0.144
H -2.1566 -5.7037 -0.5797 0.136
H -2.0183 -5.1923 -2.6642 0.136
H -2.0139 -4.3701 -4.9790 0.144
H -1.8841 -1.9479 -5.4350 0.143
H -1.7291 -0.3006 -3.6067 0.117
```

Output
multiplicity	4
HOMO level (alpha / beta)	-19.150 / -19.136	eV
orbital gap (alpha / beta)	6.5 / 5.0	eV
electronic energy	-4035.243121	a.u.
charge	+4
LUMO (alpha / beta)	-12.684 / -14.155	eV